C35H36AsF10InN4O4SSiTe | ωB97M-V/def2-TZVPD

Summary:
E_tot = -170229.5766 eV
Kohn-Sham gap = 0.237 Eh

```
! RIJCOSX wB97M-V def2-TZVPD def2/J DEFGRID3
* xyz -2 1
In -0.193 -2.027 -0.836
C 1.862 -1.775 -5.015
Si 2.066 -2.186 -3.173
C 1.508 -3.959 -2.928
C 3.899 -2.135 -2.698
N 1.140 -1.066 -2.212
C 1.630 0.203 -2.029
C 2.630 0.797 -2.824
C 3.045 2.106 -2.656
C 2.489 2.916 -1.678
C 1.498 2.376 -0.871
C 1.109 1.073 -1.058
F 0.126 0.575 -0.266
H 2.773 -1.962 -5.586
H 1.583 -0.731 -5.155
H 1.071 -2.391 -5.444
H 2.343 -4.611 -3.193
H 0.646 -4.198 -3.547
H 1.228 -4.200 -1.898
H 4.318 -3.142 -2.715
H 4.002 -1.754 -1.681
H 4.505 -1.509 -3.351
H 3.079 0.218 -3.615
H 3.811 2.499 -3.313
H 2.806 3.942 -1.551
H 1.015 2.943 -0.084
N -8.847 4.332 0.618
C -7.914 3.682 0.447
C -6.753 2.873 0.232
C -6.818 1.492 0.424
C -5.703 0.713 0.183
C -4.513 1.293 -0.259
C -4.453 2.675 -0.420
C -5.563 3.466 -0.181
C -3.361 0.423 -0.623
C -3.028 0.434 -1.931
C -3.576 1.225 -3.025
C -2.845 1.038 -4.121
C -1.668 0.183 -3.762
N -2.052 -0.453 -2.499
C -2.764 -0.291 0.480
C -3.144 -0.086 1.811
C -2.336 -0.895 2.608
C -1.495 -1.562 1.734
N -1.736 -1.204 0.452
H -7.746 1.038 0.747
H -5.741 -0.359 0.312
H -3.521 3.125 -0.732
H -5.515 4.538 -0.314
H -4.427 1.879 -2.930
H -2.959 1.513 -5.081
H -1.315 -0.543 -4.490
H -3.915 0.587 2.148
H -2.354 -0.998 3.681
H -0.730 -2.287 1.960
C 0.208 0.359 4.520
As 0.274 1.473 2.905
C 0.620 3.186 3.831
C 2.153 1.059 2.391
C 3.193 1.300 3.423
C 3.539 0.306 4.338
C 4.517 0.531 5.294
C 5.170 1.754 5.360
C 4.837 2.750 4.454
C 3.860 2.521 3.498
H 0.971 0.654 5.241
H 0.366 -0.678 4.225
H -0.782 0.449 4.971
H 1.473 3.115 4.506
H -0.268 3.458 4.402
H 0.811 3.971 3.097
H 2.360 1.634 1.495
H 2.143 0.017 2.104
H 3.060 -0.663 4.266
H 4.780 -0.262 5.984
H 5.943 1.923 6.100
H 5.343 3.708 4.488
H 3.612 3.298 2.783
F 1.965 -5.069 0.734
C 2.944 -4.198 0.912
F 3.804 -4.734 1.797
F 3.598 -4.048 -0.249
S 2.447 -2.536 1.561
O 1.686 -2.799 2.754
O 3.745 -1.933 1.739
O 1.682 -1.865 0.509
F -2.583 -2.259 -4.802
Te -2.805 -2.334 -2.911
F -3.627 -3.994 -3.274
F -4.509 -1.586 -3.330
F -3.605 -2.515 -1.222
F -0.597 1.051 -3.525
O -1.192 -3.092 -2.554
F -0.334 -3.785 0.089
*
```

These are the Löwdin partial charges, in e, on atoms 1 to 5: In 0.775; C -0.164; Si 0.428; C -0.175; C -0.167